Entry 1:
C3HI5 | the ωB97M-V functional and the def2-TZVPD basis

Last column: Mulliken spin population.
Geometry (Å):
C1 -0.585 -0.324 0.169  -0.08
C2 -1.263 0.799 0.174  0.41
C3 1.306 -0.230 0.014  0.03
I1 -1.244 -2.250 0.103  0.08
I2 -3.404 0.761 0.227  1.40
I3 -0.417 2.677 -0.032  0.14
I4 2.138 -1.659 1.278  0.02
I5 1.785 -0.617 -2.084  0.01
H1 1.684 0.843 0.151  -0.01

Its spin multiplicity is 3. Its frontier orbital gap (spin up / spin down) is 5.78 / 5.12 eV. Its total energy is -1603.159656 a.u. The HOMO energy (spin up / spin down) comes out at -6.0626 / -9.0246 eV. The expectation value of S² is 2.010.

---

Entry 2:
C3HINO | the ωB97M-V functional and the def2-TZVPD basis

Last column: Mulliken charge in e.
Geometry (Å):
C1 0.195 -0.936 1.070  0.57
C2 0.085 0.278 -0.902  0.67
C3 -0.228 0.088 0.311  -0.61
N1 0.289 0.284 -2.048  -0.23
O1 0.533 -1.744 1.842  -0.13
I1 -1.776 1.093 1.497  0.37
H1 0.902 0.938 -1.770  0.36

Its frontier orbital gap is 8.13 eV. As for the energy relative to the best compared isomer or geometry (same formula, charge and spin): 66.5 kJ/mol. Its total energy is -542.186465 a.u. The HOMO energy comes out at -14.9257 eV. The charge is +1.

---

Entry 3:
C3HLiO4Sn | the ωB97M-V functional and the def2-TZVPD basis

Last column: Mulliken spin population.
Geometry (Å):
O1 1.925 1.073 -0.002  -0.01
C1 1.694 -0.103 -0.281  -0.01
O2 0.435 -0.610 -0.118  0.14
O3 2.563 -1.009 -0.064  0.04
Sn1 0.359 2.284 0.134  0.03
C2 -0.524 0.303 0.037  0.51
C3 -1.812 -0.134 0.044  0.09
O4 -2.938 -0.323 0.048  0.20
Li1 -5.074 -0.955 -0.107  0.00
H1 3.373 -0.527 0.310  0.00

Its spin multiplicity is 2. Its frontier orbital gap (spin up / spin down) is 9.22 / 6.66 eV. As for the energy relative to the best compared isomer or geometry (same formula, charge and spin): 0.0 kJ/mol. Its total energy is -636.453443 a.u. The HOMO energy (spin up / spin down) comes out at -23.2415 / -23.1324 eV. The charge is +3. The expectation value of S² is 0.755.